Version 1
Formula: NO4S2
Source: the Open Molecules 2025 dataset
Level of theory: ωB97M-V with the def2-TZVPD basis set

Calculated values
spin multiplicity = 1
E_HOMO = -5.5 eV
net charge = -1
gap between HOMO and LUMO = 8.99 eV

CARTESIAN COORDINATES (ANGSTROEM)
1 N 2.6257 -0.9347 -0.0785
2 O -1.8441 1.1396 -0.4304
3 O 1.7698 1.4257 0.1926
4 O -2.3412 -1.2339 -0.3906
5 O 0.0614 -0.3594 0.2572
6 S 1.5379 0.0271 0.0703
7 S -1.8095 -0.0644 0.3793

natural (NBO) atomic charge list, values in e, 6 entries:
1 N -0.999
2 O -0.950
3 O -0.930
4 O -0.942
5 O -1.006
6 S 2.116


Version 2
Formula: NO4S2
Source: the Open Molecules 2025 dataset
Level of theory: ωB97M-V with the def2-TZVPD basis set

Calculated values
spin multiplicity = 1
E_HOMO = -6.1 eV
net charge = -1
gap between HOMO and LUMO = 9.52 eV

CARTESIAN COORDINATES (ANGSTROEM)
1 N -0.8962 -0.4890 0.3880
2 O 1.8089 -0.8192 1.2426
3 O -2.9087 0.6380 -0.2329
4 O 1.0617 1.1719 -0.1136
5 O 1.3281 -1.0259 -1.1533
6 S -1.4748 0.8091 -0.1818
7 S 1.0810 -0.2849 0.0509

natural (NBO) atomic charge list, values in e, 6 entries:
1 N -0.952
2 O -0.956
3 O -0.936
4 O -1.013
5 O -0.964
6 S 1.406


Result of the stability comparison: version 2 is the most stable of them.


Version 1
Formula: C4H11NO2S
Source: the Open Molecules 2025 dataset
Level of theory: ωB97M-V with the def2-TZVPD basis set

Calculated values
spin multiplicity = 1
E_HOMO = -9.0 eV
gap between HOMO and LUMO = 9.38 eV
SMILES = C[C@H](CS)NC=O.O

CARTESIAN COORDINATES (ANGSTROEM)
1 C 1.9544 0.3621 -0.6227
2 C 0.4469 0.4161 -0.6013
3 C -0.0618 0.9936 0.7451
4 S -1.8422 0.8359 1.1687
5 N -0.2495 -0.8219 -0.9014
6 C -0.2952 -1.2411 -2.1936
7 O 0.1381 -0.5978 -3.1265
8 H 2.4924 1.2390 -0.2790
9 H 2.2643 0.0986 -1.6334
10 H 2.3082 -0.5098 -0.0582
11 H 0.0882 1.1377 -1.2834
12 H 0.5363 0.8041 1.6357
13 H -0.0645 2.0831 0.6385
14 H -2.0591 -0.4382 0.8341
15 H -0.3213 -1.4693 -0.1342
16 H -0.9095 -2.1344 -2.3941
17 O 1.3913 -0.4979 2.9856
18 H 0.7119 -0.7310 3.6307
19 H 2.2388 -0.4583 3.4233

natural (NBO) atomic charge list, values in e, 6 entries:
1 C -0.626
2 C -0.071
3 C -0.525
4 S -0.056
5 N -0.620
6 C 0.527


Version 2
Formula: C4H11NO2S
Source: the Open Molecules 2025 dataset
Level of theory: ωB97M-V with the def2-TZVPD basis set

Calculated values
spin multiplicity = 1
E_HOMO = -9.1 eV
gap between HOMO and LUMO = 9.84 eV

CARTESIAN COORDINATES (ANGSTROEM)
1 C -1.1086 1.0608 -0.2939
2 C -1.0532 -1.3568 0.2201
3 C 1.8886 0.9334 -0.1677
4 C -0.2192 -0.2433 -0.3017
5 N 0.8798 -0.0684 0.5215
6 O 3.0292 -1.4417 -0.2062
7 O 4.3720 0.3334 0.9235
8 S 3.6086 0.0947 -0.2950
9 H -0.6086 1.9025 -0.5548
10 H -1.9758 0.9186 -0.9060
11 H -1.4879 1.2793 0.7531
12 H -1.5642 -1.1022 1.2094
13 H -0.4493 -2.3546 0.1526
14 H -2.0050 -1.5605 -0.4555
15 H 1.3794 1.1949 -1.0864
16 H 2.0379 1.7657 0.5240
17 H 0.1912 -0.3618 -1.3431
18 H 0.6036 0.1740 1.4411
19 H 2.3111 -1.8409 0.2595

natural (NBO) atomic charge list, values in e, 6 entries:
1 C -0.622
2 C -0.622
3 C -0.457
4 C -0.069
5 N -0.645
6 O -0.946


Version 3
Formula: C4H11NO2S
Source: the Open Molecules 2025 dataset
Level of theory: ωB97M-V with the def2-TZVPD basis set

Calculated values
spin multiplicity = 1
E_HOMO = -9.2 eV
gap between HOMO and LUMO = 9.69 eV
SMILES = NC(=O)CCCS.O

CARTESIAN COORDINATES (ANGSTROEM)
1 N -0.5729 -0.7723 -2.2149
2 C 0.5113 -0.1709 -1.5919
3 O 0.6378 1.0200 -1.8261
4 C 1.1043 -0.9220 -0.3998
5 C 0.3806 -0.2761 0.8765
6 C 0.6779 1.1971 1.2108
7 S 2.4228 1.4576 1.6379
8 H -1.0348 -0.3310 -3.1436
9 H -0.7026 -1.6619 -2.0499
10 H 0.8604 -2.0266 -0.3530
11 H 2.2226 -0.9282 -0.3277
12 H -0.6549 -0.7406 0.5932
13 H 0.7838 -0.8398 1.6927
14 H 0.3465 1.8186 0.3604
15 H 0.1644 1.5506 2.0407
16 H 2.1804 0.9934 2.9029
17 O -3.3148 0.4375 0.4753
18 H -2.5405 0.6691 -0.1528
19 H -3.4725 -0.4745 0.2692

natural (NBO) atomic charge list, values in e, 6 entries:
1 N -0.833
2 C 0.663
3 O -0.619
4 C -0.507
5 C -0.394
6 C -0.533


Version 4
Formula: C4H11NO2S
Source: the Open Molecules 2025 dataset
Level of theory: ωB97M-V with the def2-TZVPD basis set

Calculated values
spin multiplicity = 1
E_HOMO = -9.2 eV
gap between HOMO and LUMO = 9.87 eV
SMILES = O=CNCCCS.O

CARTESIAN COORDINATES (ANGSTROEM)
1 O 2.1075 -0.4415 1.8932
2 C 0.8977 -0.6294 1.9665
3 N 0.0515 0.2622 1.4289
4 C -1.3529 -0.0457 1.2054
5 C -1.6820 -1.1227 0.2233
6 C -1.8165 -0.5085 -1.1889
7 S -0.3729 0.1264 -2.1204
8 H 0.4391 -1.5220 2.4095
9 H 0.4261 1.0718 0.9856
10 H -1.8684 -0.0352 2.1850
11 H -1.7788 1.0146 0.9564
12 H -0.9249 -1.8694 0.1911
13 H -2.4719 -1.8137 0.5079
14 H -2.2377 -1.2920 -1.8190
15 H -2.6272 0.2618 -0.9715
16 H 0.0516 1.1622 -1.3770
17 O 2.2428 1.6556 -0.7720
18 H 2.4660 0.7251 -0.6545
19 H 2.0835 2.0437 0.0929

natural (NBO) atomic charge list, values in e, 6 entries:
1 O -0.629
2 C 0.524
3 N -0.615
4 C -0.245
5 C -0.458
6 C -0.519


Result of the stability comparison: version 1 is the most stable of them.


Version 1
Formula: C4H11NO2S
Source: the Open Molecules 2025 dataset
Level of theory: ωB97M-V with the def2-TZVPD basis set

Calculated values
spin multiplicity = 1
E_HOMO = -9.9 eV
gap between HOMO and LUMO = 10.73 eV
SMILES = CC(C)(N)S(C)(=O)=O

CARTESIAN COORDINATES (ANGSTROEM)
1 C 0.8945 0.0412 1.2543
2 C 0.2273 0.3791 -0.0754
3 C 0.3472 1.8823 -0.3735
4 N 0.7428 -0.5600 -1.1365
5 S -1.6149 0.1786 -0.0885
6 C -1.9175 -1.5976 0.3693
7 O -1.9487 0.1665 -1.4559
8 O -2.2723 1.0409 0.8325
9 H 0.5408 -0.9955 1.3886
10 H 0.7348 0.8981 1.9216
11 H 1.9065 -0.1211 1.1660
12 H -0.5191 2.1142 -0.9096
13 H 1.2858 2.2186 -0.8417
14 H 0.1394 2.5494 0.5467
15 H 1.5306 -0.2326 -1.6442
16 H -0.1770 -0.6230 -1.6597
17 H -1.7648 -1.6780 1.3758
18 H -2.8688 -1.9146 0.1830
19 H -1.2634 -2.2087 -0.2497

natural (NBO) atomic charge list, values in e, 6 entries:
1 C -0.638
2 C -0.085
3 C -0.655
4 N -0.876
5 S 2.163
6 C -0.842


Version 2
Formula: C4H11NO2S
Source: the Open Molecules 2025 dataset
Level of theory: ωB97M-V with the def2-TZVPD basis set

Calculated values
spin multiplicity = 1
E_HOMO = -9.1 eV
gap between HOMO and LUMO = 9.57 eV
SMILES = N[C@@H](C=O)CCS.O

CARTESIAN COORDINATES (ANGSTROEM)
1 N -1.8364 0.9846 -0.2334
2 C -0.7742 0.1559 0.3780
3 C -1.3419 -0.6661 1.4260
4 O -2.5044 -0.6265 1.6673
5 C -0.1074 -0.8647 -0.8018
6 C 0.4111 -0.0637 -1.9314
7 S 2.0980 0.4722 -1.5227
8 H -2.2263 0.5829 -1.1480
9 H -2.5718 1.2443 0.4057
10 H 0.0886 0.8053 0.7420
11 H -0.5949 -1.4122 1.8807
12 H 0.6334 -1.6015 -0.2653
13 H -1.0419 -1.5162 -1.1283
14 H -0.3487 0.7493 -2.2419
15 H 0.6521 -0.6914 -2.8319
16 H 1.7036 1.6494 -1.0056
17 O 1.3082 -0.1444 2.3895
18 H 1.1339 0.8017 2.5252
19 H 2.3019 -0.2601 2.1855

natural (NBO) atomic charge list, values in e, 6 entries:
1 N -0.878
2 C -0.161
3 C 0.416
4 O -0.533
5 C -0.404
6 C -0.556


Result of the stability comparison: version 2 is the most stable of them.


Version 1
Formula: C4H5NO
Source: the Open Molecules 2025 dataset
Level of theory: ωB97M-V with the def2-TZVPD basis set

Calculated values
spin multiplicity = 1
E_HOMO = -10.4 eV
gap between HOMO and LUMO = 9.72 eV

CARTESIAN COORDINATES (ANGSTROEM)
1 C -1.7157 -0.0997 0.0788
2 C -0.3522 0.5358 0.1798
3 C -0.0784 1.7989 0.3596
4 C 0.8438 -0.4040 0.2154
5 O 0.7655 -1.4925 0.7443
6 N 1.9633 0.0796 -0.3811
7 H -1.8206 -0.6026 -0.8875
8 H -2.5136 0.6380 0.1841
9 H -1.8035 -0.8511 0.8681
10 H 2.7787 -0.5141 -0.4129
11 H 1.9326 0.9117 -0.9486

natural (NBO) atomic charge list, values in e, 6 entries:
1 C -0.603
2 C -0.479
3 C 0.259
4 C 0.684
5 O -0.579
6 N -0.807


Version 2
Formula: C4H5NO
Source: the Open Molecules 2025 dataset
Level of theory: ωB97M-V with the def2-TZVPD basis set

Calculated values
spin multiplicity = 1
E_HOMO = -11.0 eV
gap between HOMO and LUMO = 11.78 eV

CARTESIAN COORDINATES (ANGSTROEM)
1 N -2.6883 -0.0929 -0.7287
2 C -1.7494 -0.0307 -0.0582
3 C -0.5160 -0.0364 0.7465
4 C 0.5812 -0.7109 -0.0602
5 C 0.8834 0.7723 -0.4121
6 O 0.1509 1.2304 0.7385
7 H -0.7019 -0.3815 1.7558
8 H 1.3433 -1.1696 0.5971
9 H 0.3743 -1.3844 -0.8880
10 H 1.9327 0.6155 -0.3519
11 H 0.3952 1.1434 -1.3234

natural (NBO) atomic charge list, values in e, 6 entries:
1 N -0.301
2 C 0.245
3 C -0.003
4 C -0.420
5 C -0.092
6 O -0.494


Result of the stability comparison: version 2 is the most stable of them.


Version 1
Formula: C7H15N2
Source: the Open Molecules 2025 dataset
Level of theory: ωB97M-V with the def2-TZVPD basis set

Calculated values
spin multiplicity = 1
E_HOMO = -12.1 eV
net charge = +1
gap between HOMO and LUMO = 8.67 eV
SMILES = CC(C)=C1[C@H]([NH3+])CN1C

CARTESIAN COORDINATES (ANGSTROEM)
1 C 0.9090 1.7939 -1.2853
2 C 1.0549 0.7449 -0.2268
3 C 2.3130 0.5702 0.5421
4 C 0.0103 0.0098 0.1642
5 C -0.2187 -1.2183 0.9899
6 N 0.1407 -2.3751 0.0995
7 C -1.7434 -1.0338 0.8063
8 N -1.3675 -0.1179 -0.2929
9 C -2.2627 1.0579 -0.3706
10 H 0.7528 2.9180 -1.0404
11 H 2.0075 1.9645 -1.6653
12 H 0.1694 1.4398 -1.9859
13 H 3.2182 0.3826 -0.0743
14 H 2.5275 1.5492 0.9755
15 H 2.1295 -0.0985 1.3508
16 H 0.2755 -1.2935 1.9415
17 H -0.2946 -3.2749 0.4154
18 H 1.1611 -2.4921 -0.3077
19 H -0.4224 -2.0866 -0.7568
20 H -2.4617 -1.7149 0.4932
21 H -2.1932 -0.5921 1.6557
22 H -2.3106 1.3484 -1.3971
23 H -3.2875 0.7313 -0.0919
24 H -2.1071 2.0158 0.3841

natural (NBO) atomic charge list, values in e, 6 entries:
1 C -0.671
2 C 0.031
3 C -0.644
4 C 0.081
5 C -0.071
6 N -0.712


Version 2
Formula: C7H15N2
Source: the Open Molecules 2025 dataset
Level of theory: ωB97M-V with the def2-TZVPD basis set

Calculated values
spin multiplicity = 1
E_HOMO = -13.9 eV
net charge = +1
gap between HOMO and LUMO = 9.53 eV
SMILES = C#[N+]CCN(C)C(C)C

CARTESIAN COORDINATES (ANGSTROEM)
1 C 1.7601 -0.7487 1.0558
2 N 2.4942 -0.6754 0.1703
3 C 2.2220 0.1095 -1.0064
4 C 0.6978 0.6492 -1.0277
5 N 0.0308 0.5244 0.2613
6 C -0.0457 1.8095 0.9969
7 C -0.9957 -0.4710 0.4553
8 C -0.6464 -1.8872 -0.1377
9 C -2.3250 -0.0213 -0.1830
10 H 1.6052 -1.1992 2.0273
11 H 2.4963 -0.5409 -1.9064
12 H 2.9485 0.9863 -0.9439
13 H 0.7970 1.7894 -1.1292
14 H 0.2530 0.3300 -2.0021
15 H -0.6638 2.4812 0.4618
16 H -0.6726 1.5503 1.9771
17 H 0.8452 2.2465 1.2056
18 H -0.9685 -0.7594 1.5675
19 H 0.3420 -2.2056 0.0855
20 H -1.4036 -2.5256 0.2560
21 H -0.6998 -1.8011 -1.1887
22 H -3.1915 -0.1067 0.4579
23 H -2.6537 -0.5483 -1.0848
24 H -2.2256 1.0142 -0.3686

natural (NBO) atomic charge list, values in e, 6 entries:
1 C 0.397
2 N -0.274
3 C -0.267
4 C -0.267
5 N -0.375
6 C -0.402


Result of the stability comparison: version 1 is the most stable of them.


Version 1
Formula: C7H15N2
Source: the Open Molecules 2025 dataset
Level of theory: ωB97M-V with the def2-TZVPD basis set

Calculated values
spin multiplicity = 1
E_HOMO = -13.1 eV
net charge = +1
gap between HOMO and LUMO = 9.06 eV

CARTESIAN COORDINATES (ANGSTROEM)
1 C 0.0333 -1.1090 0.3784
2 C -0.0091 -2.3886 0.5178
3 C -1.3207 1.1337 0.7622
4 C 0.8778 0.0614 0.0917
5 C 1.7745 0.4014 1.2808
6 C 1.6999 -0.1776 -1.1772
7 C -2.6965 -0.3257 -0.5793
8 N -1.9247 -0.0945 0.6135
9 N -0.0455 1.2337 -0.1625
10 H -0.9184 -2.9055 0.7746
11 H 0.8636 -3.0179 0.3847
12 H -1.9567 1.9855 0.4835
13 H -0.9452 1.2607 1.7794
14 H 1.1982 0.5243 2.1943
15 H 2.3433 1.3087 1.0865
16 H 2.4814 -0.4079 1.4439
17 H 1.0641 -0.4487 -2.0183
18 H 2.3966 -0.9941 -1.0107
19 H 2.2778 0.7085 -1.4334
20 H -3.6287 -0.8044 -0.2768
21 H -2.9345 0.6053 -1.1065
22 H -2.2016 -1.0020 -1.2788
23 H -0.3759 1.1852 -1.1323
24 H 0.4477 2.1222 -0.0294

natural (NBO) atomic charge list, values in e, 6 entries:
1 C 0.267
2 C -0.444
3 C -0.063
4 C -0.013
5 C -0.617
6 C -0.608


Version 2
Formula: C7H15N2
Source: the Open Molecules 2025 dataset
Level of theory: ωB97M-V with the def2-TZVPD basis set

Calculated values
spin multiplicity = 1
E_HOMO = -10.4 eV
net charge = +1
gap between HOMO and LUMO = 6.47 eV

CARTESIAN COORDINATES (ANGSTROEM)
1 C -0.3281 -0.7356 1.1079
2 C -0.0155 1.9650 0.2067
3 C 1.2839 1.3696 -0.3512
4 C -1.4541 -0.0082 0.3323
5 C 1.1985 -1.0402 0.6309
6 C -2.6440 -0.7496 -0.0974
7 C 1.2458 -1.7238 -0.7146
8 N -1.2078 1.2028 -0.1149
9 N 1.8815 0.3070 0.5188
10 H -0.2062 -0.1796 2.0432
11 H -0.7190 -1.7149 1.3763
12 H 0.0652 2.0694 1.2930
13 H -0.1442 2.9631 -0.2160
14 H 1.1035 0.9257 -1.3321
15 H 2.0127 2.1732 -0.4605
16 H -3.3138 -0.1509 -0.7126
17 H -3.1819 -1.1119 0.7779
18 H -2.3354 -1.6361 -0.6532
19 H 0.8297 -2.7205 -0.6059
20 H 2.2823 -1.8384 -1.0314
21 H 0.7004 -1.2241 -1.5247
22 H -1.8906 1.6546 -0.7139
23 H 2.8184 0.0908 0.1642
24 H 1.9902 0.6686 1.4731

natural (NBO) atomic charge list, values in e, 6 entries:
1 C -0.580
2 C -0.254
3 C -0.253
4 C 0.518
5 C -0.163
6 C -0.703


Version 3
Formula: C7H15N2
Source: the Open Molecules 2025 dataset
Level of theory: ωB97M-V with the def2-TZVPD basis set

Calculated values
spin multiplicity = 1
E_HOMO = -11.8 eV
net charge = +1
gap between HOMO and LUMO = 6.56 eV

CARTESIAN COORDINATES (ANGSTROEM)
1 C -3.9749 -1.0220 0.1112
2 C -2.4074 -0.3282 -1.6528
3 C 1.4592 -0.0541 0.4980
4 C 3.1358 -1.8480 0.6635
5 C -0.4811 2.3636 0.4930
6 C 1.8188 -1.5618 0.1840
7 C 0.8218 2.1409 -0.3455
8 N -3.1316 -0.6765 -0.7036
9 N 1.0646 0.6842 -0.3901
10 H -4.8117 -0.4388 0.5040
11 H -4.0804 -2.1387 0.3875
12 H -2.8143 -0.3653 -2.6483
13 H -1.3644 -0.0566 -1.3900
14 H 1.8379 0.3575 1.4418
15 H 3.4465 -0.9088 1.2134
16 H 3.8152 -2.0414 -0.1445
17 H 3.1281 -2.6472 1.4091
18 H -1.2485 1.5620 0.2394
19 H -0.4228 2.4562 1.5770
20 H -0.8895 3.2807 0.0514
21 H 1.0136 -2.2743 0.7026
22 H 1.6367 -1.5518 -0.9034
23 H 1.7538 2.5886 0.0010
24 H 0.6945 2.4800 -1.2988

natural (NBO) atomic charge list, values in e, 6 entries:
1 C 0.073
2 C 0.080
3 C 0.154
4 C -0.627
5 C -0.610
6 C -0.439


Version 4
Formula: C7H15N2
Source: the Open Molecules 2025 dataset
Level of theory: ωB97M-V with the def2-TZVPD basis set

Calculated values
spin multiplicity = 1
E_HOMO = -13.6 eV
net charge = +1
gap between HOMO and LUMO = 10.74 eV
SMILES = [H]/N=C(C)/C(=C/C)[NH+](C)C

CARTESIAN COORDINATES (ANGSTROEM)
1 H 3.1052 0.9068 -0.3377
2 N 2.1016 0.7473 -0.3093
3 C 1.7448 -0.4137 -0.0175
4 C 2.2887 -1.7675 0.1606
5 C -0.1503 -0.3295 -0.0618
6 C -0.8737 -1.4259 -0.2111
7 C -2.3147 -1.5311 0.0217
8 N -0.7169 1.0998 0.0002
9 C -0.1973 1.7216 1.2502
10 C -0.5010 1.9381 -1.2409
11 H 3.2809 -1.6679 0.3202
12 H 1.9466 -2.2114 1.0031
13 H 1.8731 -2.3695 -0.8004
14 H -0.2052 -2.2196 -0.2125
15 H -2.6178 -2.5093 -0.3178
16 H -2.7862 -0.7771 -0.5219
17 H -2.6606 -1.3665 1.0576
18 H -1.6577 0.8425 -0.0227
19 H 0.8931 1.5535 1.0480
20 H -0.6389 2.6601 1.2460
21 H -0.4148 1.0320 2.1554
22 H -0.9967 1.3573 -2.0018
23 H -1.1168 2.7582 -1.0039
24 H 0.6147 1.9718 -1.2036

natural (NBO) atomic charge list, values in e, 6 entries:
1 H 0.380
2 N -0.687
3 C 0.428
4 C -0.697
5 C 0.105
6 C -0.205


Result of the stability comparison: version 2 is the most stable of them.